(1)
DFT (ωB97M-V/def2-TZVPD) results for one molecule with the formula C19H23N3O4S.

Values from the calculation:
Electronic energy (a.u.): -1601.28548
Highest occupied orbital energy (eV): -7.79
Energy above the lowest of the compared OMol25 structures with the same formula, charge and spin (kJ/mol): 108.9
Gap between HOMO and LUMO (eV): 8.29
Lowest unoccupied orbital energy (eV): 0.50

Each line ends with the natural charge from an NBO analysis.
Cartesian coordinates (Å):
1 C -1.102 -4.379 -0.234  -0.61
2 C 0.203 -3.609 -0.090  -0.39
3 C -0.021 -2.096 -0.085  -0.15
4 N -0.835 -1.698 1.047  -0.88
5 S -2.032 -0.567 0.843  2.32
6 O -2.361 -0.080 2.147  -0.93
7 O -1.638 0.385 -0.170  -0.96
8 C -3.344 -1.579 0.198  -0.28
9 C -4.034 -2.399 1.071  -0.19
10 C -5.008 -3.244 0.574  -0.21
11 C -5.293 -3.277 -0.790  0.02
12 C -6.350 -4.200 -1.309  -0.63
13 C -4.589 -2.438 -1.646  -0.21
14 C -3.612 -1.588 -1.155  -0.21
15 C 1.327 -1.340 -0.087  0.67
16 O 2.389 -1.918 0.009  -0.61
17 N 1.151 -0.005 -0.182  -0.62
18 C 2.114 1.010 -0.164  0.13
19 C 3.481 0.764 -0.082  -0.22
20 C 4.368 1.822 -0.071  -0.23
21 C 3.918 3.139 -0.141  0.11
22 N 4.876 4.159 -0.125  -0.60
23 C 4.700 5.510 -0.198  0.68
24 C 6.019 6.259 -0.144  -0.71
25 O 3.629 6.064 -0.294  -0.60
26 C 2.549 3.383 -0.222  -0.19
27 C 1.662 2.327 -0.233  -0.23
28 H -1.596 -4.127 -1.170  0.20
29 H -0.910 -5.449 -0.222  0.21
30 H -1.777 -4.136 0.583  0.21
31 H 0.879 -3.846 -0.913  0.22
32 H 0.705 -3.888 0.837  0.21
33 H -0.587 -1.802 -0.976  0.22
34 H -0.368 -1.661 1.937  0.42
35 H -3.802 -2.351 2.122  0.24
36 H -5.557 -3.888 1.246  0.22
37 H -7.325 -3.907 -0.921  0.23
38 H -6.158 -5.220 -0.983  0.23
39 H -6.391 -4.179 -2.395  0.22
40 H -4.804 -2.451 -2.704  0.22
41 H -3.064 -0.922 -1.804  0.24
42 H 0.189 0.330 -0.256  0.43
43 H 3.841 -0.249 -0.028  0.25
44 H 5.429 1.621 -0.007  0.20
45 H 5.829 3.829 -0.052  0.39
46 H 5.824 7.326 -0.201  0.24
47 H 6.653 5.966 -0.978  0.23
48 H 6.538 6.041 0.787  0.23
49 H 2.192 4.397 -0.276  0.25
50 H 0.600 2.516 -0.293  0.22

Atoms 1-3, force components in eV/Å:
0.193 0.112 0.063
-0.212 0.221 -0.106
0.324 -0.501 -0.303

(2)
DFT (ωB97M-V/def2-TZVPD) results for one molecule with the formula C19H23N3O6S at a distorted geometry.

Values from the calculation:
Electronic energy (a.u.): -1751.65218
Highest occupied orbital energy (eV): -9.01
Energy above the lowest of the compared OMol25 structures with the same formula, charge and spin (kJ/mol): 235.1
Gap between HOMO and LUMO (eV): 8.50
Lowest unoccupied orbital energy (eV): -0.51

Each line ends with the natural charge from an NBO analysis.
Cartesian coordinates (Å):
1 C -8.448 1.559 0.531  -0.60
2 C -7.542 0.401 0.131  -0.39
3 C -6.233 0.417 0.917  -0.39
4 C -5.338 -0.788 0.632  -0.39
5 C -4.790 -0.806 -0.794  -0.43
6 C -3.757 -1.912 -0.991  -0.07
7 O -2.619 -1.737 -0.144  -0.52
8 C -1.697 -0.849 -0.561  0.90
9 O -1.743 -0.241 -1.596  -0.63
10 N -0.712 -0.775 0.390  -0.61
11 C 0.436 0.003 0.393  0.18
12 C 1.285 -0.089 1.499  -0.24
13 C 2.441 0.663 1.552  -0.17
14 C 2.751 1.503 0.498  -0.38
15 S 4.256 2.449 0.542  2.31
16 O 4.994 2.143 1.729  -0.92
17 O 4.001 3.816 0.208  -0.93
18 N 5.106 1.861 -0.813  -0.87
19 C 5.872 0.715 -0.766  0.25
20 C 7.026 0.576 -1.542  -0.24
21 C 7.771 -0.590 -1.503  -0.19
22 C 7.389 -1.643 -0.691  -0.21
23 C 6.237 -1.503 0.071  0.04
24 N 5.799 -2.593 0.907  0.53
25 O 6.527 -3.557 1.005  -0.37
26 O 4.722 -2.486 1.456  -0.38
27 C 5.476 -0.345 0.043  -0.24
28 C 1.917 1.615 -0.598  -0.17
29 C 0.757 0.868 -0.656  -0.20
30 H -9.374 1.537 -0.039  0.21
31 H -7.954 2.511 0.347  0.20
32 H -8.696 1.503 1.589  0.20
33 H -7.332 0.467 -0.938  0.19
34 H -8.060 -0.544 0.313  0.19
35 H -5.686 1.335 0.688  0.19
36 H -6.468 0.431 1.984  0.20
37 H -5.899 -1.708 0.814  0.19
38 H -4.495 -0.772 1.328  0.21
39 H -5.595 -0.971 -1.510  0.21
40 H -4.321 0.153 -1.023  0.22
41 H -3.422 -1.933 -2.032  0.20
42 H -4.165 -2.885 -0.709  0.19
43 H -0.848 -1.380 1.189  0.41
44 H 1.040 -0.756 2.312  0.22
45 H 3.109 0.609 2.397  0.25
46 H 5.457 2.609 -1.392  0.42
47 H 7.337 1.393 -2.176  0.21
48 H 8.660 -0.674 -2.108  0.22
49 H 7.956 -2.559 -0.642  0.25
50 H 4.593 -0.277 0.654  0.25
51 H 2.183 2.293 -1.393  0.24
52 H 0.096 0.941 -1.503  0.25

Atoms 1-3, force components in eV/Å:
0.042 -0.206 -0.152
0.111 0.254 0.211
-0.116 -0.363 -0.107

(3)
DFT (ωB97M-V/def2-TZVPD) results for C19H23N4PdS4 as an isolated structure.

Values from the calculation:
<S²>: 6.036
Electronic energy (a.u.): -2676.39941
2S+1: 5
Highest occupied orbital energy (alpha / beta) (eV): -16.73 / -17.09
Energy above the lowest of the compared OMol25 structures with the same formula, charge and spin (kJ/mol): 13.5
Charge: +3
Gap between HOMO and LUMO (alpha / beta) (eV): 7.56 / 4.07
Lowest unoccupied orbital energy (alpha / beta) (eV): -9.18 / -13.02

Each line ends with the natural charge from an NBO analysis.
Cartesian coordinates (Å):
1 Pd -0.160 -0.194 -0.121  0.86
2 N 2.120 3.515 -0.718  -0.65
3 C 1.443 2.444 -0.376  0.29
4 S 1.478 1.042 -1.384  -0.20
5 N 0.829 2.576 0.858  -0.21
6 N 0.066 1.568 1.175  -0.29
7 C -0.378 1.497 2.448  0.31
8 C -0.197 2.526 3.425  -0.07
9 C -0.423 3.888 3.108  -0.14
10 C -0.260 4.855 4.071  -0.21
11 C 0.178 4.500 5.347  -0.07
12 C 0.429 3.168 5.674  -0.20
13 C 0.219 2.184 4.735  -0.16
14 C -1.006 0.199 2.791  0.11
15 C -1.759 0.045 3.944  -0.17
16 C -2.225 -1.221 4.291  -0.11
17 C -1.923 -2.289 3.472  -0.20
18 C -1.228 -2.044 2.292  0.06
19 N -0.799 -0.836 1.940  -0.51
20 H 2.648 3.545 -1.579  0.44
21 H 2.180 4.300 -0.081  0.44
22 H -0.786 4.160 2.128  0.23
23 H -0.474 5.890 3.843  0.25
24 H 0.321 5.268 6.096  0.25
25 H 0.791 2.910 6.659  0.26
26 H 0.448 1.156 4.979  0.23
27 H -1.987 0.901 4.561  0.26
28 H -2.807 -1.360 5.193  0.27
29 H -2.233 -3.295 3.717  0.27
30 H -0.994 -2.856 1.616  0.21
31 C -0.343 -1.691 -4.341  -0.62
32 C 0.099 -2.692 -3.253  -0.54
33 S -0.238 -2.344 -1.502  0.30
34 C -1.997 -2.725 -1.309  -0.58
35 C -2.995 -1.552 -1.338  -0.58
36 S -2.376 0.145 -1.154  0.40
37 C -1.808 0.659 -2.812  -0.57
38 C -2.551 0.094 -4.017  -0.62
39 S -2.114 -1.572 -4.506  0.91
40 H -0.029 -2.096 -5.313  0.32
41 H 0.093 -0.703 -4.218  0.27
42 H 1.185 -2.766 -3.323  0.29
43 H -0.300 -3.689 -3.443  0.27
44 H -2.061 -3.224 -0.344  0.27
45 H -2.266 -3.485 -2.043  0.26
46 H -3.684 -1.644 -0.497  0.28
47 H -3.641 -1.571 -2.218  0.24
48 H -0.739 0.497 -2.880  0.25
49 H -1.962 1.739 -2.815  0.29
50 H -2.308 0.701 -4.903  0.32
51 H -3.639 0.093 -3.924  0.29

Atoms 1-3, force components in eV/Å:
0.361 0.175 0.170
0.067 -0.045 -0.064
-0.055 0.142 0.105

(4)
DFT (ωB97M-V/def2-TZVPD) results for one molecule with the formula C19H23N5O2 at a distorted geometry.

Values from the calculation:
Electronic energy (a.u.): -1162.16494
Highest occupied orbital energy (eV): -7.53
Energy above the lowest of the compared OMol25 structures with the same formula, charge and spin (kJ/mol): 16.6
Gap between HOMO and LUMO (eV): 8.10
Lowest unoccupied orbital energy (eV): 0.57

Each line ends with the natural charge from an NBO analysis.
Cartesian coordinates (Å):
1 C 4.391 1.407 2.095  -0.61
2 C 4.883 0.111 1.465  -0.40
3 C 4.571 0.035 -0.030  -0.22
4 N 3.138 0.091 -0.292  -0.46
5 C 2.426 -1.096 -0.055  0.65
6 O 2.988 -2.111 0.324  -0.64
7 C 1.041 -0.925 -0.315  -0.13
8 C 0.497 0.277 -0.735  0.44
9 N -0.844 0.191 -0.885  -0.57
10 C -1.131 -1.063 -0.552  0.58
11 N -0.041 -1.788 -0.206  -0.34
12 C -0.061 -3.168 0.195  -0.21
13 C -1.457 -3.475 0.731  -0.41
14 C -2.507 -3.010 -0.280  -0.20
15 N -2.372 -1.590 -0.512  -0.42
16 C -3.477 -0.778 -0.979  -0.22
17 C -3.612 0.463 -0.131  -0.05
18 C -3.548 1.727 -0.697  -0.18
19 C -3.649 2.855 0.098  -0.21
20 C -3.810 2.730 1.467  -0.21
21 C -3.873 1.470 2.039  -0.23
22 C -3.775 0.343 1.243  -0.16
23 N 1.270 1.373 -0.945  -0.43
24 C 0.669 2.609 -1.393  -0.41
25 C 2.633 1.302 -0.737  0.80
26 O 3.345 2.265 -0.940  -0.65
27 H 4.706 1.468 3.135  0.21
28 H 4.787 2.265 1.557  0.21
29 H 3.304 1.462 2.065  0.20
30 H 5.966 0.032 1.582  0.20
31 H 4.427 -0.746 1.964  0.21
32 H 4.940 -0.913 -0.431  0.22
33 H 5.029 0.872 -0.558  0.23
34 H 0.714 -3.326 0.948  0.24
35 H 0.172 -3.807 -0.666  0.20
36 H -1.563 -4.544 0.913  0.23
37 H -1.608 -2.942 1.671  0.21
38 H -3.511 -3.200 0.109  0.21
39 H -2.393 -3.573 -1.219  0.18
40 H -4.386 -1.383 -0.911  0.21
41 H -3.320 -0.492 -2.025  0.21
42 H -3.408 1.827 -1.762  0.21
43 H -3.595 3.836 -0.351  0.21
44 H -3.884 3.610 2.088  0.21
45 H -3.997 1.366 3.107  0.21
46 H -3.821 -0.639 1.691  0.20
47 H 0.513 2.586 -2.473  0.20
48 H 1.344 3.425 -1.144  0.24
49 H -0.292 2.725 -0.895  0.22

Atoms 1-3, force components in eV/Å:
0.146 -0.143 -0.047
-0.148 0.109 -0.135
0.470 -0.158 0.135